(1)
Density functional theory data (ωB97M-V/def2-TZVPD) for 9 unconnected molecules or ions with the total composition C33H92N10O9 at a distorted geometry.

```
144
Properties=species:S:1:pos:R:3:forces:R:3
C 10.9498 11.4896 22.4576 -0.02 0.41 -1.33
C 10.3864 11.6647 21.0414 0.71 2.80 0.31
C 11.2241 12.6207 20.1542 -0.29 0.52 1.36
O 10.9515 13.9379 20.5881 0.30 0.06 -0.39
C 11.6472 14.8634 19.7464 -1.15 -0.93 1.04
N 10.4259 10.4888 20.3132 -1.18 -3.02 -0.78
H 10.3692 10.7880 23.0585 -0.07 0.18 -0.01
H 10.9454 12.5004 22.8539 0.23 -0.13 0.62
H 11.9548 11.1042 22.3171 0.31 0.01 0.42
H 9.4169 12.1724 21.1458 -0.29 -0.29 -0.16
H 11.0100 12.5366 19.0733 -0.26 -0.27 0.27
H 12.2829 12.3861 20.2960 0.08 0.03 -0.09
H 11.2980 15.8231 20.0734 0.23 0.68 -0.01
H 11.3013 14.6672 18.7385 0.39 0.20 -0.58
H 12.7037 14.7047 19.9061 0.51 0.32 -0.39
H 10.0055 10.6535 19.4008 0.10 -0.27 -0.05
H 9.8276 9.8168 20.7992 0.24 -0.25 -0.42
C 13.8032 19.6803 10.6758 -0.03 -0.56 -1.30
C 14.7347 19.7390 11.8645 -1.21 -0.52 -0.52
C 14.5171 18.4680 12.6418 0.62 0.52 2.15
O 15.0966 18.6912 13.9456 0.56 0.09 0.29
C 14.8314 17.7122 14.9362 -0.19 -0.29 -0.69
N 16.1041 19.7309 11.3967 0.59 0.06 0.79
H 13.9802 20.4975 9.9628 -0.17 -0.09 0.25
H 12.7394 19.5751 10.8770 -0.10 0.54 0.52
H 13.9950 18.7423 10.1199 0.33 0.37 0.10
H 14.4585 20.5261 12.5631 0.11 0.55 -0.09
H 15.1006 17.7000 12.1405 -0.54 -0.70 -0.16
H 13.4782 18.3033 12.9170 -0.40 -0.54 -1.07
H 15.1575 16.7099 14.6314 0.55 0.15 0.10
H 13.7584 17.5517 15.1103 -0.09 0.53 0.08
H 15.3144 18.0461 15.8561 -0.04 -0.18 -0.15
H 16.3977 20.5629 10.8924 -0.31 -0.01 0.19
H 16.6455 19.6781 12.2597 0.41 0.06 -0.42
C 10.3522 11.1741 14.6404 0.40 -0.45 0.78
C 10.2149 10.1279 15.7263 -2.12 1.45 1.34
C 8.8730 10.4818 16.4911 2.70 -0.11 -1.47
O 9.1502 11.6768 17.1183 0.21 0.58 0.89
C 8.0174 12.0528 17.8212 -0.19 1.21 0.54
N 9.8856 8.9271 15.1121 0.56 -2.57 -1.22
H 9.3526 11.2141 14.2167 0.12 0.64 -0.37
H 11.0581 10.8738 13.8644 0.12 0.09 0.07
H 10.6827 12.0573 15.1683 -0.12 0.71 -0.53
H 11.0022 10.1360 16.4939 0.28 -0.08 -0.34
H 8.5845 9.7008 17.1925 -0.19 -0.22 0.11
H 8.1559 10.6462 15.6963 -0.71 -0.34 0.01
H 7.8052 11.3379 18.6098 -0.49 -0.41 0.07
H 7.1935 12.1897 17.1149 -0.33 -0.12 0.31
H 8.2128 12.9924 18.3339 0.03 0.22 -0.11
H 9.8190 8.1814 15.7910 0.00 -0.31 -0.13
H 10.5913 8.6782 14.4196 -0.25 -0.26 0.18
C 20.1104 10.3858 12.7997 -0.64 0.44 0.48
C 19.3109 11.1229 13.8847 0.48 -0.62 0.78
C 19.0627 12.5278 13.4603 0.64 1.31 0.31
O 18.6508 13.2657 14.6120 -0.54 0.21 -0.39
C 18.3150 14.6408 14.3241 0.58 -1.53 -0.42
N 18.1580 10.2932 14.2209 -0.38 -0.50 -1.24
H 20.2456 9.3633 13.1398 -0.10 -0.21 -0.38
H 21.0851 10.8179 12.6169 0.19 0.22 0.01
H 19.5077 10.4807 11.8802 0.34 -0.50 0.09
H 19.8511 11.1846 14.8317 0.55 0.15 -0.17
H 18.4231 12.6432 12.5803 -0.72 -0.16 0.23
H 20.0160 12.9635 13.1171 0.10 -0.05 0.12
H 19.1633 15.0284 13.7420 -0.35 0.45 0.12
H 18.2132 15.1406 15.2828 -0.09 0.13 -0.09
H 17.3902 14.6217 13.7379 0.07 0.50 0.11
H 17.8595 9.9447 13.3092 -0.49 -0.23 0.33
H 17.3474 10.7672 14.6081 0.21 0.39 0.01
C 13.5672 9.9776 11.8035 0.35 -0.06 0.08
C 14.5551 10.6576 10.8318 -0.37 -0.54 -0.37
C 13.8484 10.9110 9.4853 -1.48 1.29 0.35
O 12.9599 12.0427 9.7227 0.24 -0.48 -0.45
C 12.0865 12.3816 8.6206 0.86 -0.75 1.66
N 15.2804 11.7888 11.3872 0.13 0.21 -0.44
H 13.0379 9.2581 11.1972 -0.65 -0.10 -0.06
H 12.8698 10.6168 12.3646 0.20 0.10 -0.56
H 14.0620 9.3468 12.5400 0.40 0.19 0.12
H 15.3063 9.9093 10.5931 0.22 -0.27 0.07
H 13.2549 10.0438 9.1762 -0.09 -0.15 0.25
H 14.4734 11.1144 8.6124 0.56 0.30 0.24
H 11.5690 13.2767 8.9381 -0.04 0.27 -0.17
H 11.3530 11.5808 8.5184 0.00 -0.04 -0.51
H 12.7116 12.5482 7.7562 -0.20 0.06 -0.63
H 15.8859 12.1289 10.6407 0.11 0.07 0.29
H 14.6542 12.5644 11.5769 -0.23 -0.06 -0.04
C 10.6870 17.4756 14.5792 0.34 -0.28 0.53
C 9.9362 16.5167 13.6387 -0.38 -0.79 1.59
C 10.1910 16.8515 12.2212 0.43 -0.43 0.36
O 11.5823 16.6104 12.0117 -0.44 0.27 -0.25
C 11.8769 16.2847 10.6709 0.02 0.28 0.27
N 10.0532 15.0254 13.7823 0.33 1.01 0.14
H 10.4967 17.3255 15.6438 -0.60 -0.16 -0.04
H 10.4148 18.5078 14.3401 0.01 -0.08 -0.01
H 11.7653 17.4034 14.5630 0.36 -0.10 -0.63
H 8.8877 16.7301 13.8599 -0.20 -0.11 -0.29
H 9.8974 17.8977 12.0919 0.18 -0.02 -0.72
H 9.5881 16.1211 11.6826 -0.04 0.34 -0.69
H 11.5575 17.0950 10.0003 0.04 -0.26 -0.07
H 11.4150 15.3313 10.4056 -0.14 0.02 -0.20
H 12.9521 16.1727 10.6236 0.27 0.01 -0.20
H 9.7466 14.7457 14.7020 0.02 -0.11 0.17
H 11.0087 14.6882 13.6563 -0.26 0.35 0.06
C 14.6362 10.7549 20.1769 0.35 0.00 -0.07
C 14.0505 9.3985 19.7196 -0.16 1.21 1.11
C 15.0792 8.4182 19.3754 2.64 -0.37 -2.46
O 15.7599 8.8888 18.1737 0.14 -0.29 -0.18
C 16.8536 8.0227 17.7861 -1.10 0.55 1.36
N 13.2697 8.7091 20.7382 -1.21 0.81 0.38
H 15.0474 11.3087 19.3339 0.37 -0.26 -0.09
H 15.4173 10.6286 20.9414 -0.14 -0.02 -0.16
H 13.9130 11.4756 20.5541 -0.35 -0.49 0.31
H 13.4305 9.6689 18.8780 -0.30 -0.50 -0.51
H 14.7257 7.4056 19.1816 -0.55 0.08 0.00
H 15.8811 8.3022 20.1047 -0.18 0.17 0.75
H 17.2076 8.3522 16.8188 0.16 -0.06 -0.11
H 16.4862 6.9934 17.7959 0.16 -0.10 -0.37
H 17.6071 8.1143 18.5777 0.34 -0.12 -0.37
H 13.5154 9.1285 21.6283 0.05 -0.25 0.25
H 12.3144 9.0382 20.5855 -0.04 -0.26 0.30
C 13.8145 11.5415 16.6191 -0.34 0.95 0.69
C 14.0661 12.2092 15.2880 0.74 0.55 -0.51
C 14.6674 13.6679 15.4536 -1.36 -1.34 0.76
O 14.9179 14.2766 14.2199 1.93 -0.26 0.76
C 13.7839 14.6044 13.5524 -1.47 0.90 -1.20
N 15.0572 11.5119 14.4955 0.50 -0.32 -0.14
H 14.7198 11.4609 17.2260 0.06 -0.19 -0.28
H 13.2919 10.5765 16.6109 0.29 0.21 -0.36
H 13.1734 12.2566 17.1514 -0.19 -0.28 0.28
H 13.1148 12.2705 14.7405 -0.12 0.17 0.21
H 15.5786 13.5822 16.0430 0.25 0.11 -0.27
H 13.9465 14.2802 16.0119 0.00 0.03 0.10
H 13.1438 15.3131 14.0937 -0.30 -0.47 0.54
H 13.2412 13.6996 13.2354 -0.24 0.43 -0.11
H 14.0279 15.2426 12.7055 0.34 -0.42 -0.48
H 14.7162 10.6371 14.1001 0.07 0.40 0.09
H 15.3704 12.1147 13.7336 -0.07 -0.48 0.05
C 18.1651 12.0502 18.2366 2.61 3.27 -1.25
O 18.8625 13.0144 18.5395 0.24 0.66 0.30
N 17.8298 11.1595 19.1011 -1.74 -2.31 5.01
N 17.7905 11.8199 17.0224 -2.08 -1.27 -3.47
H 17.6808 11.7252 19.9359 0.21 -0.99 0.50
H 17.0707 10.5153 18.9315 -0.04 -0.07 -0.35
H 16.9847 11.2108 16.8718 0.62 0.26 -0.24
H 18.0529 12.4476 16.2920 0.17 0.33 -0.50
```
Forces are in eV/Å.

Calculated values
Orbital gap: 0.3382 Eh
Multiplicity: 1
SMILES string: COC[C@H](C)N.COC[C@H](C)N.COC[C@H](C)N.COC[C@H](C)N.COC[C@H](C)N.COC[C@H](C)N.COC[C@H](C)N.COC[C@H](C)N.NC(N)=O
HOMO: -8.73 eV

(2)
Density functional theory data (ωB97M-V/def2-TZVPD) for a molecular structure, C12H13BrO2Tl at a distorted geometry.

```
29
Properties=species:S:1:pos:R:3:forces:R:3
C -0.3099 2.0227 1.1348 2.55 0.10 2.36
C -0.4635 1.4451 2.4698 3.43 2.25 -0.70
C 0.8778 1.1205 2.9714 -0.87 3.57 -1.85
H -1.3615 1.2606 2.9668 -1.16 -0.19 0.60
C 1.8395 1.4624 1.9282 -2.47 -0.17 1.00
C 1.1041 1.9937 0.7939 -1.86 0.47 1.69
H 1.5191 2.2758 -0.1300 0.40 0.37 -0.91
H -1.0945 2.3213 0.5104 -0.85 0.27 -0.83
H 1.0940 0.6611 3.8843 0.31 -0.57 1.10
H 2.8711 1.2788 1.9716 1.20 -0.03 0.05
Tl 0.4364 -0.2603 1.0910 1.31 -3.59 0.24
Br -1.1057 -0.6482 -0.5986 -2.09 -0.84 -3.19
C -0.7814 -1.3444 -4.3240 -0.44 1.47 -0.09
C 0.0345 -0.2249 -4.6732 -1.47 -0.03 0.43
C -0.7754 0.9501 -4.6043 -0.51 -1.37 0.35
H 1.0698 -0.2603 -4.9407 0.48 -0.02 -0.13
C -2.0917 0.5567 -4.2129 1.21 -0.88 -0.18
C -2.0956 -0.8615 -4.0395 1.21 0.83 -0.41
H -2.9352 -1.4571 -3.7492 -0.39 -0.27 0.13
H -0.4645 -2.3653 -4.2834 0.14 -0.46 0.03
H -0.4530 1.9492 -4.8114 0.14 0.45 -0.10
H -2.9286 1.2091 -4.0750 -0.37 0.29 0.06
C 1.7037 -2.1259 3.7434 -1.00 0.30 -0.10
O 0.2699 -1.9426 3.8003 1.03 -0.65 1.34
C -0.4514 -1.2523 2.9158 -0.90 -1.58 -0.83
O -1.6536 -1.2303 3.0308 0.98 0.25 0.14
H 1.8891 -3.2017 3.6989 0.03 0.20 -0.03
H 2.1209 -1.7037 4.6641 -0.01 -0.09 -0.24
H 2.1355 -1.6288 2.8667 -0.05 -0.08 0.06
```
Forces are in eV/Å.

Calculated values
Orbital gap (alpha / beta): 0.1427 / 0.1427 Eh
Multiplicity: 1
HOMO (alpha / beta): -2.35 / -2.36 eV
Charge: -1

(3)
Density functional theory data (ωB97M-V/def2-TZVPD) for 2 unconnected molecules or ions with the total composition C28H25Cl2N4O2P at a distorted geometry.

```
62
Properties=species:S:1:pos:R:3:forces:R:3
N 2.7235 -6.8988 6.6269 -3.08 0.39 0.07
C 1.5844 -6.6396 6.5225 3.54 -0.66 0.02
C 0.2425 -6.1880 6.3651 -1.13 -1.67 -0.08
C -0.7483 -6.9769 5.7969 0.88 0.70 0.82
C -0.4951 -8.1390 5.0397 0.34 -2.98 -1.87
N -0.3795 -9.1302 4.4173 -0.36 2.58 1.62
C -2.1691 -6.6510 5.9304 -1.38 -0.57 -0.65
O -3.0192 -7.2903 5.3172 0.96 0.96 0.97
C -2.5190 -5.4860 6.8031 0.83 0.63 0.30
Cl -4.1651 -5.0933 6.9450 0.02 -0.01 -0.12
C -1.5412 -4.7479 7.3988 -0.99 -0.30 -0.38
Cl -1.8503 -3.2811 8.2118 0.02 -0.15 0.13
C -0.1541 -5.2508 7.4442 1.24 0.68 2.03
O 0.6086 -5.0258 8.3970 -1.77 -0.31 -2.27
C 2.6902 -9.6847 -1.0428 -0.07 -0.16 -0.15
C 2.6603 -8.6930 0.0792 -0.08 0.22 0.36
C 2.8785 -7.3356 -0.1684 -0.09 -0.24 0.55
C 2.8679 -6.4008 0.8706 -0.31 -0.35 -0.02
C 3.2314 -4.9896 0.5519 0.09 0.43 -0.32
C 2.5784 -6.8255 2.1803 0.74 -0.49 -0.06
N 2.5839 -5.8902 3.2824 -1.24 0.33 -1.00
P 1.4156 -4.6222 3.5507 1.26 -0.84 1.24
H 0.7733 -5.3243 4.7609 0.16 0.82 -0.56
N 2.5969 -3.7798 4.5207 -1.11 0.88 -0.77
C 2.5833 -2.3690 4.8133 0.63 0.40 -0.01
C 2.6269 -1.9452 6.1570 -0.36 0.32 -0.45
C 2.7628 -2.9099 7.2854 -0.24 -0.27 0.62
C 2.5590 -0.5737 6.4346 0.24 -0.29 -0.51
C 2.6114 0.3741 5.4105 -0.15 -0.21 0.05
C 2.5708 1.8325 5.7492 -0.02 0.33 0.09
C 2.7188 -0.0564 4.0878 -0.08 -0.23 0.37
C 2.7214 -1.4188 3.7771 -0.10 -0.06 0.42
C 2.9837 -1.8264 2.3629 -0.01 0.12 -0.61
C 3.7199 -4.5506 4.7432 0.73 -1.28 -0.56
C 3.7086 -5.7194 4.0630 0.83 1.05 0.83
C 2.5173 -8.2066 2.4589 -0.23 0.28 -0.47
C 2.5307 -8.7205 3.8529 -0.30 -0.19 0.55
C 2.4685 -9.1155 1.3987 0.25 0.43 -0.36
H 2.4914 -10.6865 -0.6545 0.03 0.06 -0.19
H 1.9373 -9.4436 -1.8006 0.08 -0.08 0.08
H 3.6674 -9.6907 -1.5405 -0.16 -0.01 0.10
H 3.0804 -7.0006 -1.1848 0.02 -0.03 0.17
H 3.8000 -4.5131 1.3546 -0.17 -0.05 -0.01
H 3.8615 -4.9880 -0.3439 -0.08 0.08 0.14
H 2.3549 -4.3758 0.3144 0.07 0.00 0.18
H 2.5868 -2.3812 8.2264 0.04 -0.12 -0.05
H 2.0419 -3.7321 7.2494 0.30 0.16 -0.14
H 3.7643 -3.3582 7.3575 -0.25 0.13 -0.15
H 2.4887 -0.2487 7.4737 0.13 -0.06 -0.23
H 2.7581 2.4481 4.8650 -0.03 -0.04 0.14
H 1.5932 2.1137 6.1597 0.14 -0.03 -0.09
H 3.3221 2.0778 6.5089 -0.11 -0.01 -0.14
H 2.8162 0.6808 3.2848 -0.01 -0.27 0.26
H 3.0464 -0.9299 1.7350 -0.05 -0.17 0.09
H 3.9502 -2.3388 2.2584 -0.28 -0.06 0.14
H 2.1975 -2.4581 1.9357 0.17 0.01 0.10
H 4.5084 -4.1804 5.3747 0.03 -0.04 0.04
H 4.4654 -6.4850 4.0815 0.05 0.00 0.01
H 1.9785 -9.6659 3.8900 0.21 0.20 0.15
H 3.5471 -8.8983 4.2449 -0.26 0.15 -0.27
H 2.0427 -8.0072 4.5217 0.28 -0.38 -0.16
H 2.2980 -10.1744 1.6061 0.19 0.28 0.00
```
Forces are in eV/Å.

Calculated values
Orbital gap: 0.1535 Eh
Multiplicity: 1
SMILES string: Cc1cc(C)c(N2C=CN(c3c(C)cc(C)cc3C)P2)c(C)c1.N#CC1=C(C#N)C(=O)C(Cl)=C(Cl)C1=O
HOMO: -7.09 eV

(4)
Density functional theory data (ωB97M-V/def2-TZVPD) for a single C4H6OS3 molecule at a distorted geometry.

```
14
Properties=species:S:1:pos:R:3:forces:R:3
C 1.3399 -0.3543 0.2082 0.38 -2.24 -0.71
C 0.0139 -0.0634 0.7676 0.76 1.47 3.63
C -1.2587 1.1707 -0.6086 0.47 -0.65 -0.47
C -1.1359 -0.3455 -0.1916 -0.83 1.46 1.15
H 2.7738 1.5032 0.7703 0.49 -2.21 -0.05
H 1.2305 -0.0952 -0.8098 0.40 0.14 -1.45
H 1.3048 -1.4811 0.2636 0.49 0.84 -0.43
H -0.0447 -0.4235 1.8306 -0.31 -0.24 -1.12
H -1.9037 -0.3741 0.5897 -0.84 -0.64 -0.62
H -2.0910 -1.7527 -1.4445 4.72 1.67 1.94
O -1.0493 -1.4580 -1.0465 -4.32 -0.37 -1.33
S 3.0118 0.0645 0.7371 -1.05 2.65 0.67
S -0.4391 1.8015 0.9408 -0.52 -1.77 -2.18
S -1.7524 1.8078 -2.0067 0.17 -0.11 0.95
```
Forces are in eV/Å.

Calculated values
Orbital gap: 0.3159 Eh
Multiplicity: 1
SMILES string: O[C@@H]1C(=S)S[C@@H]1CS
HOMO: -8.93 eV

(5)
Density functional theory data (ωB97M-V/def2-TZVPD) for a single C6H11N molecule at a distorted geometry.

```
18
Properties=species:S:1:pos:R:3:forces:R:3
C -1.0133 0.4159 -1.6775 0.19 0.32 0.32
C -0.6678 -0.2081 -0.2932 0.26 0.49 0.52
C -0.1473 -1.6331 -0.6224 -0.12 0.12 0.24
C 0.3765 0.8458 0.6537 -0.36 -0.61 -0.48
C 0.5196 0.7531 2.2258 -0.24 -0.33 -0.29
C 1.6162 0.4460 0.0118 1.06 -0.71 -0.90
N 2.4148 -0.0936 -0.6329 -0.31 0.89 0.81
H -1.8090 1.1632 -1.6307 0.22 0.12 0.13
H -1.3250 -0.3026 -2.4628 0.15 -0.01 0.82
H -0.1000 0.8670 -2.0695 -0.06 0.21 -0.08
H -1.5718 -0.3726 0.3027 0.11 0.37 0.03
H -1.0406 -2.1141 -1.0429 0.27 -0.15 0.12
H 0.1807 -2.2267 0.2368 -0.03 0.22 0.00
H 0.6378 -1.6789 -1.3928 -0.25 0.31 0.37
H 0.2262 1.9301 0.4550 -0.42 -0.82 -0.38
H 1.2904 1.4321 2.6472 -0.30 -0.22 -0.77
H -0.4050 1.0244 2.7479 0.00 -0.17 -0.34
H 0.8177 -0.2481 2.5441 -0.17 -0.02 -0.11
```
Forces are in eV/Å.

Calculated values
Orbital gap: 0.4315 Eh
Multiplicity: 1
SMILES string: CC(C)[C@@H](C)C#N
HOMO: -10.81 eV

(6)
Density functional theory data (ωB97M-V/def2-TZVPD) for a molecular structure, C14H22NRe at a distorted geometry.

```
38
Properties=species:S:1:pos:R:3:forces:R:3
C 0.4874 3.2799 -2.4427 -0.04 0.01 0.13
C -0.4023 2.8881 -3.5512 -0.30 -0.10 -0.46
C 0.0756 4.4811 -1.6827 -0.11 0.40 0.18
C 1.9312 3.1607 -2.7210 0.57 0.04 -0.18
H 0.2163 5.3595 -2.3463 -0.12 -0.07 0.34
H 0.6752 4.6552 -0.7811 -0.03 0.05 -0.18
H -0.9793 4.4609 -1.3869 0.11 0.12 -0.13
H -0.3025 3.6704 -4.3340 -0.24 -0.34 0.03
H -1.4589 2.8362 -3.2656 0.10 0.13 -0.06
H -0.1196 1.9322 -4.0089 0.00 0.14 0.02
H 2.1990 3.9616 -3.4433 0.16 -0.30 0.19
H 2.1982 2.2014 -3.1804 -0.05 0.16 -0.04
H 2.5578 3.2988 -1.8338 -0.05 0.12 -0.12
C -1.8533 -0.3521 0.8304 -0.84 -0.94 -0.30
C -1.6472 1.0592 0.9550 -1.06 0.58 0.81
C -1.6549 1.6382 -0.3488 -0.96 0.80 -0.90
H -1.5975 1.6241 1.8838 -0.05 -0.30 -0.38
C -1.9021 0.5899 -1.3000 -1.25 -0.27 0.25
C -2.0367 -0.6416 -0.5691 -1.21 0.43 0.14
H -2.2932 -1.6086 -0.9936 0.14 0.17 0.16
H -1.8783 -1.0825 1.6386 -0.10 0.29 -0.32
H -1.5982 2.6994 -0.5972 0.08 -0.54 0.20
H -2.0478 0.7364 -2.3671 0.20 -0.14 0.24
C 2.2215 -0.3717 0.4250 0.80 1.01 0.09
C 1.3638 -0.1781 1.5619 -0.09 0.35 -0.62
C 0.9022 1.1885 1.5261 1.53 0.07 0.06
H 1.1525 -0.8963 2.3441 0.13 0.12 -0.13
C 1.4148 1.8076 0.3257 0.55 -0.24 0.28
C 2.2392 0.8332 -0.3497 -0.13 -0.60 1.35
H 2.8095 1.0254 -1.2424 -0.03 -0.11 -0.09
H 2.8028 -1.2583 0.2280 -0.06 -0.08 -0.05
H 0.3896 1.7130 2.3229 0.11 -0.23 -0.24
H 1.2900 2.8450 0.0398 0.04 -0.31 0.12
Re -0.0767 0.2555 -0.1923 1.05 1.13 1.13
N 0.4784 -1.2255 -1.6702 0.66 -1.62 -1.49
H 0.6915 -0.8376 -2.5956 0.03 -0.08 0.22
H 1.2914 -1.7705 -1.3828 -0.04 -0.04 -0.20
H -0.2934 -1.8861 -1.8113 0.47 0.20 -0.02
```
Forces are in eV/Å.

Calculated values
Orbital gap (alpha / beta): 0.2448 / 0.2703 Eh
<S²>: 3.76
Multiplicity: 4
HOMO (alpha / beta): -9.35 / -11.93 eV
Charge: +1

Looking at energy for the records above, in order, we have -69036.6435 -91480.9166 -73827.7148 -38795.7482 -7889.3600 -18485.2717 eV.